[1]
{"formula": "C33H23CoN7O5P", "method": "ωB97M-V with the def2-TZVPD basis set", "species": ["Co", "P", "O", "O", "O", "O", "O", "N", "N", "N", "N", "N", "N", "N", "C", "C", "C", "C", "C", "C", "C", "C", "C", "C", "C", "C", "C", "C", "C", "C", "C", "C", "C", "C", "C", "C", "C", "C", "C", "C", "C", "C", "C", "C", "C", "C", "C", "H", "H", "H", "H", "H", "H", "H", "H", "H", "H", "H", "H", "H", "H", "H", "H", "H", "H", "H", "H", "H", "H", "H"], "positions_angstrom": [[0.355, 0.490, 0.957], [-1.101, -1.063, 0.126], [6.457, -1.905, 0.375], [-1.158, 2.018, 2.674], [2.611, -3.658, 0.766], [4.976, -3.569, 0.554], [0.833, -2.540, -0.008], [0.948, 0.090, 5.170], [1.152, 0.110, 2.752], [2.337, -0.103, 0.150], [0.352, 2.303, -0.035], [-0.611, -1.018, 6.712], [0.346, 7.175, -2.243], [4.530, -0.015, 0.139], [0.337, 4.819, -1.167], [-1.337, -1.861, -1.499], [-2.943, -2.786, 1.374], [5.311, -2.314, 0.421], [-2.533, 1.052, 1.022], [-1.719, -2.990, -4.019], [3.429, 2.170, -0.133], [0.085, -0.508, 5.943], [0.968, 0.087, 3.909], [0.666, 4.660, 0.179], [-1.217, 1.242, 1.747], [-1.644, -2.288, 1.375], [-3.585, 1.943, 1.197], [-3.370, -3.647, 2.370], [-1.211, -3.513, 3.405], [-1.451, -1.056, -2.626], [-4.854, 0.711, -0.429], [-1.406, -3.241, -1.647], [-0.005, 3.702, -1.934], [0.655, 3.383, 0.705], [2.013, -2.628, 0.367], [-1.639, -1.612, -3.880], [-0.779, -2.671, 2.394], [-2.506, -4.006, 3.395], [-1.601, -3.801, -2.900], [-4.747, 1.775, 0.465], [2.841, -1.377, 0.314], [0.013, 2.466, -1.320], [0.342, 6.128, -1.764], [4.202, -1.337, 0.300], [-3.808, -0.184, -0.589], [-2.633, -0.020, 0.137], [3.389, 0.692, 0.048], [-0.276, 3.796, -2.974], [-1.728, -0.971, -4.747], [-5.761, 0.579, -1.003], [0.866, 3.200, 1.752], [-1.648, -4.877, -3.002], [0.914, 5.506, 0.802], [5.485, 0.306, 0.090], [-4.384, -4.023, 2.354], [-3.467, 2.754, 1.904], [-0.534, -3.775, 4.205], [3.221, 2.687, 0.805], [-3.908, -1.005, -1.289], [-1.284, -3.873, -0.780], [-1.868, -3.430, -4.996], [3.943, -3.661, 0.473], [2.705, 2.494, -0.877], [-3.638, -2.500, 0.593], [-2.845, -4.656, 4.189], [-0.239, 1.565, -1.864], [-1.408, 0.022, -2.521], [4.420, 2.470, -0.470], [-5.569, 2.469, 0.581], [0.233, -2.292, 2.411]], "gap_ev": [6.50, 6.40], "homo_ev": [-5.685, -5.567], "charge": -1, "s_squared": 0.811, "total_energy_ev": -102181.953, "largest_force_ev_per_a": 1.33, "lumo_ha": [0.0299, 0.0305], "multiplicity": 2}

[2]
{"formula": "C3H7Cl2N2", "method": "ωB97M-V with the def2-TZVPD basis set", "species": ["Cl", "Cl", "N", "N", "C", "C", "C", "H", "H", "H", "H", "H", "H", "H"], "positions_angstrom": [[-2.474, 0.523, -0.687], [-1.075, -1.557, -2.148], [0.672, -0.073, 1.173], [0.077, 0.527, -1.211], [0.379, 1.281, -0.110], [-0.998, -0.310, -0.961], [-0.041, -1.218, 0.798], [1.711, -0.043, 1.100], [-0.922, -1.465, 1.344], [0.885, 0.165, -1.660], [-0.310, 1.771, 0.511], [0.273, 0.357, 1.971], [0.544, -1.839, 0.138], [1.280, 1.882, -0.257]], "gap_ev": 9.63, "homo_ev": -13.569, "charge": 1, "total_energy_ev": -31240.231, "largest_force_ev_per_a": 3.74, "lumo_ha": -0.1446}

[3]
{"formula": "C4H7I2P", "method": "ωB97M-V with the def2-TZVPD basis set", "species": ["I", "I", "P", "C", "C", "C", "C", "H", "H", "H", "H", "H", "H", "H"], "positions_angstrom": [[-1.400, -3.074, -0.362], [-1.367, -0.763, -3.568], [-0.207, 1.352, -1.283], [-0.965, -0.289, -1.544], [0.935, 0.572, -0.053], [0.143, -0.619, 0.548], [-0.230, -1.295, -0.745], [-1.212, 2.073, -0.558], [1.390, 1.204, 0.801], [1.801, 0.082, -0.611], [-0.648, -0.319, 1.192], [-2.787, 0.251, -0.650], [0.546, -1.900, -1.335], [0.800, -1.281, 1.111]], "gap_ev": [7.55, 7.50], "homo_ev": [-8.830, -8.365], "charge": 0, "total_energy_ev": -29746.929, "largest_force_ev_per_a": 2.72, "lumo_ha": [-0.0471, -0.0316]}

[4]
{"formula": "C36H48F12MgN2O32S4", "method": "ωB97M-V with the def2-TZVPD basis set", "species": ["S", "S", "S", "S", "Mg", "F", "F", "F", "F", "F", "F", "F", "F", "F", "F", "F", "F", "O", "O", "O", "O", "O", "O", "O", "O", "O", "O", "O", "O", "O", "O", "O", "O", "O", "O", "O", "O", "O", "O", "O", "O", "O", "O", "O", "O", "O", "O", "O", "O", "N", "N", "C", "C", "C", "C", "C", "C", "C", "C", "C", "C", "C", "C", "C", "C", "C", "C", "C", "C", "C", "C", "C", "C", "C", "C", "C", "C", "C", "C", "C", "C", "C", "C", "C", "C", "C", "C", "H", "H", "H", "H", "H", "H", "H", "H", "H", "H", "H", "H", "H", "H", "H", "H", "H", "H", "H", "H", "H", "H", "H", "H", "H", "H", "H", "H", "H", "H", "H", "H", "H", "H", "H", "H", "H", "H", "H", "H", "H", "H", "H", "H", "H", "H", "H", "H"], "positions_angstrom": [[0.919, -0.317, -0.768], [-0.482, 5.777, 0.659], [-2.700, 4.362, 0.067], [-1.369, -0.056, 0.630], [-0.051, 2.684, -0.137], [0.632, 5.690, -1.763], [-1.254, 6.844, -1.868], [-2.287, 0.323, -2.010], [-4.247, 4.964, 2.267], [3.130, -1.790, 0.116], [3.095, 0.379, 0.598], [-3.779, -0.134, -0.560], [-3.968, 2.881, 1.943], [0.708, 7.673, -1.003], [-2.291, 4.086, 2.775], [-2.550, -1.785, -1.282], [1.851, -1.021, 1.740], [0.340, -1.641, -1.112], [1.485, 0.409, -1.891], [3.095, -4.903, -0.058], [0.771, 2.796, 1.757], [-1.125, -1.358, 1.229], [5.047, -5.785, -0.875], [1.499, 3.785, 3.668], [-3.292, 5.588, -0.381], [-1.277, -2.011, 6.773], [-1.934, -7.834, -0.326], [-2.145, 0.876, 1.481], [-1.319, -6.093, 0.986], [-0.685, 1.647, -4.258], [1.140, -0.588, -6.573], [-1.651, 1.176, 4.861], [-0.185, 3.722, -4.277], [1.922, 1.764, 3.328], [0.754, 5.707, 1.372], [-1.504, 6.592, 1.337], [-5.280, -1.947, -4.773], [-2.279, -3.543, 5.329], [-3.102, 3.174, -0.700], [-2.785, 2.628, 6.165], [-7.108, -3.240, -5.410], [-0.232, -2.651, 4.932], [2.567, -1.421, -5.031], [-0.420, 2.669, 5.953], [4.448, -3.812, -1.432], [-0.318, 2.730, -2.253], [-7.319, -1.364, -4.086], [-1.041, -5.895, -1.112], [2.913, 0.508, -5.995], [-0.933, 4.295, 0.218], [-0.182, 0.849, 0.055], [-1.536, 2.297, 5.632], [-1.469, -6.701, -0.106], [4.144, -4.845, -0.686], [-0.365, 2.715, -3.477], [3.742, -1.023, -4.393], [1.288, 2.782, 2.855], [4.321, 1.728, 4.089], [-1.343, -2.784, 5.654], [2.345, -0.711, 0.501], [-2.533, -0.445, -0.955], [2.468, 3.525, 4.680], [2.822, 2.132, 4.347], [6.105, -5.433, -1.752], [5.697, -3.986, -2.028], [-0.491, -4.673, -0.614], [4.072, 0.261, -5.190], [-0.345, 3.379, -5.631], [-5.079, -0.664, -4.170], [1.699, -1.347, 4.989], [-0.769, -4.816, 0.886], [0.914, 3.680, -6.412], [-5.045, 2.136, 5.316], [6.042, -6.401, -2.955], [-0.693, 1.969, -5.628], [2.098, -0.500, -5.896], [-0.038, -1.388, 6.740], [-3.696, 1.549, 5.787], [0.391, -4.803, 1.891], [4.405, 1.505, -4.433], [-6.630, -2.296, -4.818], [-6.496, -0.251, -3.799], [-6.641, 0.082, -2.333], [-0.097, 6.588, -1.127], [0.741, -2.203, 5.762], [-3.361, 4.065, 1.898], [-2.977, 0.751, 4.755], [-5.707, 1.367, 4.916], [0.912, 4.770, -6.416], [0.991, 3.453, -7.476], [-0.329, -0.411, 6.355], [1.021, -5.676, 1.719], [4.510, 0.659, 3.997], [1.827, 3.283, -5.969], [6.078, -7.473, -2.757], [-1.168, -3.870, -0.907], [-1.733, 1.811, -5.914], [-3.396, 0.898, 3.759], [1.327, -0.596, 4.292], [-7.699, 0.078, -2.074], [4.754, 2.321, 3.283], [1.284, -3.010, 6.254], [5.709, -3.605, -3.049], [-0.129, 1.308, -6.285], [6.945, -6.340, -3.562], [-1.576, -4.168, 1.226], [3.364, 4.144, 4.724], [2.013, 3.591, 5.669], [3.654, -1.003, -3.307], [-1.136, 3.922, -6.147], [3.468, 2.032, -4.253], [6.299, -3.338, -1.390], [0.371, -1.403, 7.750], [-3.958, 1.018, 6.702], [4.867, 0.046, -5.904], [-3.030, -0.308, 5.007], [-4.587, 0.079, -4.798], [4.844, 2.206, -5.143], [0.878, -3.840, 1.739], [5.206, -6.265, -3.641], [-5.029, 2.882, 4.522], [2.537, 1.511, 5.197], [-4.565, -0.964, -3.256], [7.025, -5.479, -1.170], [-5.556, 2.616, 6.151], [0.121, -4.759, 2.946], [-6.203, 1.062, -2.140], [4.545, -1.712, -4.654], [4.832, 2.036, 5.001], [-6.702, 0.592, -4.458], [2.180, -2.041, 4.299], [5.153, 1.212, -3.696], [-6.166, -0.569, -1.600], [0.545, -4.410, -0.825], [2.497, -0.924, 5.600]], "gap_ev": 9.22, "homo_ev": -9.658, "charge": 0, "total_energy_ev": -188003.478, "largest_force_ev_per_a": 6.87, "lumo_ha": -0.0159}

Question: What is the formula in the second record?
Answer: C3H7Cl2N2

Question: What is the formula in the second record?
Answer: C3H7Cl2N2